(1)
{
  "formula": "C3H4N2",
  "method": "ωB97M-V/def2-TZVPD",
  "smiles": "N#C[C@H]1CN1",
  "gap_ev": 10.8624,
  "e_lumo_ev": 0.62,
  "elements": ["N", "C", "C", "C", "N", "H", "H", "H", "H"],
  "positions_angstrom": [[2.703, 0.293, -0.537], [1.624, 0.005, -0.234], [0.239, 0.381, -0.071], [-1.013, -0.375, -0.259], [-0.648, 0.148, 1.056], [0.232, 1.406, -0.421], [-1.787, 0.190, -0.773], [-1.033, -1.448, -0.422], [-0.316, -0.598, 1.661]]
}

---

(2)
{
  "formula": "C23H15Cl3F13IrN4Si",
  "method": "ωB97M-V/def2-TZVPD",
  "multiplicity": 5,
  "gap_ev": [6.2599, 5.2403],
  "e_lumo_ev": [-0.40, -2.39],
  "s2": 6.024,
  "elements": ["Ir", "C", "N", "C", "C", "N", "C", "C", "F", "C", "F", "C", "F", "C", "F", "C", "F", "C", "C", "N", "C", "C", "F", "C", "F", "C", "F", "C", "F", "C", "F", "H", "H", "H", "H", "H", "H", "H", "H", "H", "H", "H", "Cl", "Si", "Cl", "Cl", "F", "C", "F", "F", "C", "C", "C", "N", "C", "C", "H", "H", "H", "H"],
  "positions_angstrom": [[0.596, -0.513, -0.023], [-0.002, -3.688, 0.310], [-0.754, -2.451, 0.061], [-1.665, -2.140, 1.177], [-0.886, -1.777, 2.412], [0.060, -0.728, 2.058], [0.885, -0.237, 3.046], [0.928, -0.630, 4.395], [0.115, -1.594, 4.873], [1.793, -0.076, 5.320], [1.768, -0.516, 6.581], [2.681, 0.917, 4.967], [3.514, 1.452, 5.861], [2.674, 1.347, 3.658], [3.504, 2.313, 3.267], [1.801, 0.782, 2.754], [1.840, 1.277, 1.489], [-1.484, -2.512, -1.211], [-0.570, -2.187, -2.362], [0.046, -0.891, -2.103], [0.764, -0.272, -3.098], [1.145, -0.833, -4.333], [0.803, -2.087, -4.668], [1.903, -0.140, -5.253], [2.244, -0.721, -6.403], [2.317, 1.153, -4.989], [3.048, 1.820, -5.881], [1.962, 1.744, -3.790], [2.353, 2.989, -3.521], [1.211, 1.041, -2.876], [0.895, 1.663, -1.726], [-0.691, -4.523, 0.478], [0.638, -3.562, 1.180], [0.638, -3.909, -0.539], [-2.331, -2.989, 1.380], [-2.276, -1.289, 0.870], [-0.394, -2.664, 2.820], [-1.607, -1.455, 3.169], [-2.294, -1.781, -1.165], [-1.940, -3.499, -1.358], [-1.145, -2.197, -3.291], [0.217, -2.940, -2.459], [4.098, 0.001, -1.304], [2.795, -1.355, -0.375], [2.943, -3.036, -1.642], [3.770, -1.922, 1.370], [-4.524, 4.781, 1.207], [-3.888, 4.627, 0.039], [-3.159, 5.734, -0.166], [-4.813, 4.570, -0.925], [-3.006, 3.402, 0.053], [-3.079, 2.456, -0.952], [-2.207, 1.381, -0.893], [-1.322, 1.213, 0.085], [-1.271, 2.125, 1.058], [-2.093, 3.238, 1.080], [-3.782, 2.552, -1.766], [-2.199, 0.632, -1.679], [-0.554, 1.946, 1.848], [-2.015, 3.959, 1.883]]
}

---

(3)
{
  "formula": "C25H21FIO4",
  "method": "ωB97M-V/def2-TZVPD",
  "gap_ev": 5.3862,
  "e_lumo_ev": -6.47,
  "total_charge": 1,
  "elements": ["F", "C", "C", "C", "C", "C", "C", "C", "C", "C", "C", "C", "C", "C", "H", "H", "H", "H", "H", "H", "H", "H", "H", "H", "C", "C", "C", "O", "C", "O", "C", "I", "C", "C", "C", "C", "C", "C", "C", "O", "O", "H", "H", "H", "H", "H", "H", "H", "H", "H", "H", "H"],
  "positions_angstrom": [[-3.166, -0.779, -4.049], [-3.291, -0.925, -2.680], [-4.555, -1.026, -2.098], [-4.599, -1.140, -0.704], [-3.442, -1.209, 0.078], [-2.182, -1.152, -0.532], [-0.792, -1.264, 0.209], [0.266, -2.076, -0.607], [1.629, -1.958, -0.433], [2.552, -2.887, -0.913], [2.100, -3.952, -1.708], [0.734, -4.031, -1.981], [-0.175, -3.144, -1.386], [-2.129, -1.009, -1.932], [-5.434, -1.016, -2.732], [-5.567, -1.227, -0.231], [-3.514, -1.253, 1.167], [-1.113, -2.064, 0.946], [2.014, -1.099, 0.098], [3.612, -2.743, -0.694], [2.810, -4.679, -2.109], [0.367, -4.794, -2.686], [-1.239, -3.295, -1.569], [-1.165, -0.889, -2.411], [2.185, -0.695, 2.410], [1.134, -0.040, 3.227], [1.600, -0.041, 4.652], [0.987, 1.273, 2.715], [0.300, 1.300, 1.508], [-0.107, 2.390, 1.188], [-0.435, -0.091, 0.967], [-1.490, 1.821, -1.149], [0.119, 3.109, -1.335], [-0.220, 4.398, -0.904], [0.704, 5.428, -1.101], [1.965, 5.146, -1.629], [2.313, 3.837, -1.978], [1.402, 2.782, -1.790], [-1.109, -0.247, 2.318], [-2.239, 0.180, 2.519], [-0.189, -0.667, 3.252], [1.800, -0.650, 1.404], [3.096, -0.079, 2.450], [2.423, -1.725, 2.657], [0.792, 0.256, 5.312], [1.929, -1.053, 4.927], [2.432, 0.645, 4.734], [-1.172, 4.571, -0.425], [0.407, 6.435, -0.825], [2.684, 5.960, -1.758], [3.295, 3.624, -2.397], [1.670, 1.746, -1.994]]
}

---

(4)
{
  "formula": "C3H6N",
  "method": "ωB97M-V/def2-TZVPD",
  "gap_ev": [7.8831, 10.0655],
  "e_lumo_ev": [-6.88, -5.11],
  "total_charge": 1,
  "elements": ["C", "C", "C", "N", "H", "H", "H", "H", "H", "H"],
  "positions_angstrom": [[1.467, 0.843, -0.697], [1.609, 0.215, 0.445], [-0.610, -0.885, -0.182], [0.321, 0.249, 0.037], [1.832, 1.279, -1.736], [2.154, -0.415, 1.137], [-0.656, -1.418, 0.743], [-1.440, -0.256, -0.431], [-0.446, -1.579, -1.083], [-1.337, 2.395, 1.046]]
}

---

(5)
{
  "formula": "C4H9NP",
  "method": "ωB97M-V/def2-TZVPD",
  "smiles": "[NH3+][C@H]1CCC=P1",
  "gap_ev": 8.2255,
  "e_lumo_ev": -4.71,
  "total_charge": 1,
  "elements": ["N", "C", "C", "C", "C", "P", "H", "H", "H", "H", "H", "H", "H", "H", "H"],
  "positions_angstrom": [[-0.528, -0.849, 1.580], [0.307, 0.332, 1.034], [0.919, 0.285, -0.347], [-0.062, 0.483, -1.452], [-1.055, 1.483, -0.989], [-1.014, 1.842, 0.915], [0.172, -1.616, 1.634], [-1.230, -0.920, 0.860], [-1.017, -0.614, 2.393], [0.970, 0.590, 1.776], [1.478, -0.595, -0.310], [1.518, 1.113, -0.547], [-0.518, -0.613, -1.726], [0.358, 0.861, -2.287], [-1.649, 2.199, -1.524]]
}

---

(6)
{
  "formula": "C7H14N2",
  "method": "ωB97M-V/def2-TZVPD",
  "smiles": "CCc1c[nH]cn1.CC",
  "gap_ev": 9.2060,
  "e_lumo_ev": 0.80,
  "elements": ["C", "C", "C", "C", "N", "C", "N", "H", "H", "H", "H", "H", "H", "H", "H", "C", "C", "H", "H", "H", "H", "H", "H"],
  "positions_angstrom": [[-0.090, 0.508, 2.635], [1.198, 0.216, 1.862], [1.539, 0.972, 0.638], [0.840, 1.816, -0.191], [1.674, 2.171, -1.248], [2.730, 1.224, -1.156], [2.801, 0.774, 0.040], [0.130, 0.609, 3.704], [-0.939, -0.139, 2.413], [-0.400, 1.555, 2.551], [2.045, 0.238, 2.567], [1.263, -0.859, 1.644], [-0.141, 2.243, -0.081], [1.303, 2.367, -2.169], [3.298, 0.967, -2.032], [-2.593, -1.794, -2.091], [-1.826, -1.886, -0.732], [-3.097, -0.825, -2.003], [-1.903, -1.962, -2.910], [-3.347, -2.583, -2.106], [-1.827, -2.821, -0.174], [-1.891, -0.981, -0.142], [-0.765, -1.811, -1.018]]
}

---

(7)
{
  "formula": "C6H10",
  "method": "ωB97M-V/def2-TZVPD",
  "smiles": "CC1=CC[C@H]1C",
  "gap_ev": 10.1447,
  "e_lumo_ev": 1.18,
  "elements": ["C", "C", "C", "C", "C", "C", "H", "H", "H", "H", "H", "H", "H", "H", "H", "H"],
  "positions_angstrom": [[2.105, 0.267, 0.354], [0.627, 0.473, 0.187], [-0.028, 1.540, -0.277], [-1.388, 0.894, -0.269], [-0.673, -0.322, 0.406], [-0.855, -1.680, -0.247], [2.516, -0.453, -0.365], [2.606, 1.224, 0.162], [2.398, -0.068, 1.355], [0.311, 2.536, -0.544], [-2.182, 1.388, 0.302], [-1.772, 0.653, -1.269], [-0.964, -0.383, 1.465], [-1.911, -1.981, -0.218], [-0.538, -1.653, -1.295], [-0.272, -2.449, 0.273]]
}

---

(8)
{
  "formula": "C2H4FN",
  "method": "ωB97M-V/def2-TZVPD",
  "smiles": "C/N=C/F",
  "gap_ev": 11.7845,
  "e_lumo_ev": 1.17,
  "elements": ["C", "N", "C", "F", "H", "H", "H", "H"],
  "positions_angstrom": [[-0.303, -0.448, -0.046], [1.110, -0.730, -0.030], [1.870, 0.213, 0.118], [3.184, 0.029, -0.086], [-0.521, -1.025, -0.985], [-0.403, 0.583, -0.021], [-0.737, -0.825, 0.749], [1.822, 1.333, 0.300]]
}

---

What are the energy above the lowest of the compared OMol25 structures with the same formula, charge and spin values for these records? In order: 45.8 0.0 67.7 154.7 57.4 34.0 24.7 22.4 kcal per mole.